Record 1
A structure of composition C9H18F14K3NO13P2S2 in a non-equilibrium geometry. Source: the Open Molecules 2025 dataset; level of theory: ωB97M-V/def2-TZVPD.

```
62
C9H18F14K3NO13P2S2, DFT ωB97M-V/def2-TZVPD
K 1.047 36.105 -4.630
K -1.555 30.313 -9.281
K -1.590 27.280 -3.758
N -4.636 29.085 -6.240
S -5.401 30.524 -5.665
O -6.427 30.419 -4.631
O -5.422 31.668 -6.607
F -4.227 31.034 -4.662
S -5.960 28.436 -6.557
O -6.928 29.115 -7.414
O -6.460 27.534 -5.556
F -5.451 27.359 -7.582
P 3.034 24.073 -1.374
F 3.071 22.807 -0.286
F 4.318 24.561 -0.549
F 4.017 23.251 -2.344
F 3.142 25.212 -2.527
F 1.748 23.635 -2.041
F 2.177 25.175 -0.492
P 2.255 30.729 -5.388
F 2.528 31.878 -4.321
F 0.733 31.404 -5.480
F 2.738 31.668 -6.596
F 1.781 29.647 -6.480
F 3.734 29.991 -5.220
F 1.676 29.795 -4.188
C 6.833 31.705 3.617
O 5.523 31.726 3.146
C 4.946 30.924 2.241
O 5.475 29.980 1.696
O 3.663 31.293 2.219
C 2.825 30.691 1.208
H 6.984 30.782 4.178
H 7.257 32.527 4.193
H 7.604 31.587 2.855
H 1.760 30.801 1.410
H 3.162 29.655 1.166
H 3.040 31.204 0.270
C 6.930 30.230 -10.858
O 8.070 30.994 -11.252
C 8.214 31.581 -12.494
O 7.492 31.494 -13.509
O 9.221 32.480 -12.287
C 9.629 33.426 -13.353
H 6.905 29.934 -9.810
H 7.062 29.245 -11.305
H 6.029 30.594 -11.353
H 8.937 34.225 -13.622
H 9.752 32.906 -14.303
H 10.588 33.854 -13.060
C 4.710 40.022 -7.890
O 5.395 39.062 -8.635
C 5.343 37.765 -8.454
O 4.917 37.166 -7.447
O 5.851 37.201 -9.538
C 5.329 35.936 -9.901
H 3.624 39.959 -7.818
H 4.915 40.983 -8.362
H 5.012 39.900 -6.850
H 5.576 35.567 -10.896
H 4.258 36.125 -9.979
H 5.466 35.076 -9.245
```

The relative energy (zero: lowest compared OMol25 entry of this formula, charge and spin) comes out at 851.94 kJ/mol. The HOMO-LUMO gap is 6.6 eV. The highest occupied orbital energy comes out at -9.4196 eV. Its largest force on an atom is 8.94 eV/A.


Record 2
A structure of composition C9H18F18KO9P3 in a non-equilibrium geometry. Source: the Open Molecules 2025 dataset; level of theory: ωB97M-V/def2-TZVPD.

```
58
C9H18F18KO9P3, DFT ωB97M-V/def2-TZVPD
K -0.774 0.575 0.693
P -3.942 -0.565 -0.641
F -3.605 0.952 -0.822
F -2.531 -1.121 -1.296
F -3.180 -0.593 0.828
F -4.285 -2.163 -0.374
F -5.327 -0.221 0.095
F -4.631 -0.675 -2.087
P -2.134 4.240 1.508
F -0.945 3.579 2.362
F -1.092 5.253 0.804
F -1.863 3.152 0.338
F -3.355 4.858 0.618
F -3.206 3.310 2.283
F -2.410 5.390 2.648
P -1.047 -0.303 4.497
F -0.927 1.229 4.988
F -0.039 -0.764 5.692
F -2.293 -0.535 5.521
F -1.094 -1.836 3.973
F -2.092 0.119 3.340
F 0.228 -0.052 3.509
C 1.496 3.267 -2.495
O 0.643 2.679 -3.457
C -0.179 1.732 -2.984
O -0.259 1.390 -1.836
O -0.863 1.248 -4.004
C -1.808 0.199 -3.757
H 0.950 3.914 -1.805
H 2.209 3.887 -3.036
H 2.042 2.553 -1.888
H -2.212 -0.119 -4.714
H -2.626 0.565 -3.145
H -1.265 -0.613 -3.286
C 0.867 -4.868 0.496
O 0.680 -3.491 0.596
C 0.676 -2.709 -0.473
O 0.474 -1.539 -0.422
O 0.941 -3.396 -1.604
C 0.869 -2.672 -2.822
H 1.100 -5.279 1.486
H 1.698 -5.184 -0.133
H -0.035 -5.437 0.252
H -0.172 -2.689 -3.152
H 1.445 -3.219 -3.567
H 1.218 -1.644 -2.779
C 2.972 0.052 -1.050
O 3.390 -0.295 0.251
C 2.858 0.344 1.302
O 1.938 1.101 1.275
O 3.514 0.079 2.436
C 4.589 -0.826 2.492
H 3.563 0.887 -1.429
H 1.896 0.207 -1.097
H 3.218 -0.790 -1.704
H 5.276 -0.550 3.294
H 5.202 -0.773 1.594
H 4.242 -1.839 2.691
```

The relative energy (zero: lowest compared OMol25 entry of this formula, charge and spin) comes out at 0.00 kJ/mol. The HOMO-LUMO gap is 9.5 eV. The highest occupied orbital energy comes out at -6.0805 eV. Its largest force on an atom is 4.14 eV/A. The total charge is -2.


Record 3
The ion C9H18F3NO3P with charge -1. Source: the Open Molecules 2025 dataset; level of theory: ωB97M-V/def2-TZVPD.

```
35
C9H18F3NO3P, DFT ωB97M-V/def2-TZVPD
C -3.656 1.615 -1.648
C -2.791 0.637 -0.850
O -1.774 1.383 -0.165
P -0.731 0.565 0.752
O -0.662 -0.883 0.448
C 0.755 1.549 0.677
C 2.069 0.704 0.604
N 2.378 0.336 -0.736
C 2.460 -1.078 -0.924
C 2.719 -1.381 -2.410
C 1.481 -1.528 -3.257
F 1.720 -1.253 -4.574
F 0.444 -0.758 -2.925
F 1.007 -2.803 -3.253
O -1.369 0.833 2.222
C -1.388 -0.233 3.180
C -0.052 -0.378 3.913
H -3.601 2.612 -1.192
H -4.706 1.295 -1.661
H -3.310 1.699 -2.685
H -2.296 -0.088 -1.507
H -3.393 0.081 -0.120
H 0.722 2.100 -0.273
H 0.744 2.278 1.500
H 2.843 1.364 1.063
H 1.979 -0.164 1.290
H 3.294 -1.568 -0.358
H 1.547 -1.639 -0.622
H 3.261 -2.327 -2.531
H 3.311 -0.557 -2.825
H -2.188 0.025 3.887
H -1.659 -1.167 2.678
H 0.021 0.335 4.746
H 0.036 -1.392 4.326
H 0.785 -0.211 3.231
```

The HOMO-LUMO gap is 5.1 eV. The highest occupied orbital energy comes out at -1.8388 eV. Its largest force on an atom is 0.54 eV/A. The total charge is -1.


Record 4
The molecule C9H18F3OP in a non-equilibrium geometry. Source: the Open Molecules 2025 dataset; level of theory: ωB97M-V/def2-TZVPD.

```
32
C9H18F3OP, DFT ωB97M-V/def2-TZVPD
C 1.322 2.632 -1.112
C -1.900 1.442 0.625
C 0.094 2.505 1.616
C -0.666 -3.481 0.854
C 1.319 -3.476 -1.156
C -0.108 2.035 -0.881
C -0.417 1.504 0.511
C 0.259 0.128 0.768
C 0.230 -0.892 -0.334
O -0.979 -1.160 -0.841
F 1.612 0.309 1.119
F -0.341 -0.523 1.799
F 1.058 -0.585 -1.472
P 0.938 -2.693 0.436
H 1.597 3.468 -0.649
H 2.096 1.830 -0.898
H 1.370 2.788 -2.182
H -2.240 0.860 1.514
H -2.406 2.380 0.557
H -2.251 0.961 -0.244
H 1.089 2.719 1.447
H -0.529 3.370 1.588
H 0.144 1.946 2.555
H -1.172 -2.625 1.120
H -0.516 -4.198 1.632
H -1.014 -3.916 -0.074
H 0.383 -3.776 -1.624
H 1.780 -4.405 -1.014
H 1.939 -2.850 -1.894
H -0.339 1.238 -1.633
H -0.759 2.817 -1.104
H -1.592 -0.355 -1.028
```

The relative energy (zero: lowest compared OMol25 entry of this formula, charge and spin) comes out at 14.44 kJ/mol. The HOMO-LUMO gap is 9.1 eV. As for the structure (SMILES): CCC(C)(C)C(F)(F)[C@@](O)(F)P(C)C. The highest occupied orbital energy comes out at -8.4426 eV. Its largest force on an atom is 6.23 eV/A.


Record 5
A structure of composition C9H18GaIO3PPb in a non-equilibrium geometry. Source: the Open Molecules 2025 dataset; level of theory: ωB97M-V/def2-TZVPD.

```
34
C9H18GaIO3PPb, DFT ωB97M-V/def2-TZVPD
C 3.320 1.182 2.053
C 3.214 1.088 0.813
Ga 2.974 1.610 -1.148
I 3.614 -0.721 -2.303
C 1.132 2.272 -1.667
C 0.083 1.168 -1.995
C 0.108 0.031 -0.974
P -0.855 0.336 0.524
O -0.368 1.389 1.434
O -2.319 0.590 0.007
C -3.219 -0.540 -0.219
C -4.490 -0.009 -0.828
O -0.831 -1.130 1.273
C 0.529 -1.514 1.417
C 0.685 -2.600 2.464
H 3.268 1.304 3.122
H 4.123 2.601 -1.534
H 1.311 2.853 -2.573
H 0.751 2.982 -0.935
H 0.209 0.811 -3.015
H -0.930 1.576 -1.970
H -0.341 -0.880 -1.389
H 1.129 -0.223 -0.732
H -2.743 -1.224 -0.923
H -3.419 -1.059 0.714
H -5.163 -0.849 -0.999
H -4.306 0.449 -1.796
H -4.995 0.669 -0.146
H 0.917 -1.901 0.463
H 1.049 -0.611 1.745
H 0.373 -3.562 2.064
H 0.097 -2.370 3.347
H 1.732 -2.709 2.768
Pb 3.362 -1.009 0.940
```

The HOMO-LUMO gap is 6.8 eV. The highest occupied orbital energy comes out at -12.5654 eV. Its largest force on an atom is 4.43 eV/A. The total charge is +1.


Record 6
A structure of composition C9H18INS in a non-equilibrium geometry. Source: the Open Molecules 2025 dataset; level of theory: ωB97M-V/def2-TZVPD.

```
30
C9H18INS, DFT ωB97M-V/def2-TZVPD
C 1.077 2.139 -2.250
C 0.505 0.689 0.234
C -0.797 1.282 -0.259
C -1.651 1.845 0.919
C -1.725 0.528 -1.125
C -0.141 -1.183 1.643
C 2.287 -0.884 0.659
C 0.347 -1.808 -0.708
C 0.806 -0.763 0.416
N 1.966 1.326 -1.537
S -0.331 2.810 -1.195
I 3.287 2.459 -0.531
H 1.491 3.100 -2.544
H 0.547 1.615 -3.041
H 1.096 1.402 0.816
H -1.810 1.155 1.735
H -2.579 2.161 0.484
H -1.363 2.886 1.330
H -2.294 -0.299 -0.552
H -1.178 0.096 -1.876
H -2.483 1.187 -1.635
H -0.022 -2.241 1.776
H -1.228 -0.981 1.566
H 0.164 -0.524 2.546
H 2.814 -1.828 0.771
H 2.721 -0.442 -0.206
H 2.611 -0.159 1.511
H 0.664 -1.694 -1.782
H -0.737 -1.877 -0.702
H 0.889 -2.738 -0.334
```

The relative energy (zero: lowest compared OMol25 entry of this formula, charge and spin) comes out at 17.13 kJ/mol. The HOMO-LUMO gap (alpha / beta) is 7.3 / 7.3 eV. The highest occupied orbital energy (alpha / beta) comes out at -7.7556 / -7.7537 eV. Its largest force on an atom is 3.25 eV/A.


Record 7
The molecule C9H18N2O4 in a non-equilibrium geometry. Source: the Open Molecules 2025 dataset; level of theory: ωB97M-V/def2-TZVPD.

```
33
C9H18N2O4, DFT ωB97M-V/def2-TZVPD
C 1.073 -1.941 1.504
C -0.408 -1.703 1.642
C 1.643 -2.633 0.269
C -0.130 0.358 0.260
C 0.485 1.513 1.068
C -1.169 1.091 -0.608
C -0.821 2.145 -1.615
C 0.290 1.609 -2.626
C -1.951 2.687 -2.387
H 0.657 -3.049 3.099
H 2.054 -2.374 3.396
H 1.558 -0.940 1.643
H 1.008 -2.392 -0.699
H 2.743 -2.404 0.169
H 1.853 -4.114 1.350
H -1.852 -0.629 0.890
H 0.778 0.098 -0.331
H -1.863 0.333 -1.055
H -1.872 1.599 0.163
H -0.267 3.078 -1.162
H 0.165 2.073 -3.804
H 1.266 1.780 -2.088
H 0.001 0.446 -2.708
H -1.673 3.540 -2.957
H -2.781 3.043 -1.664
H -2.500 2.022 -3.056
H -0.724 0.981 2.332
N 1.537 -2.840 2.614
N -0.844 -0.640 0.955
O -1.216 -2.447 2.197
O 1.561 -4.062 0.406
O 1.452 2.029 0.571
O -0.052 1.742 2.232
```

The relative energy (zero: lowest compared OMol25 entry of this formula, charge and spin) comes out at 328.79 kJ/mol. The HOMO-LUMO gap is 10.4 eV. As for the structure (SMILES): CC(C)C[C@H](NC(=O)[C@@H](N)CO)C(=O)O. The highest occupied orbital energy comes out at -10.1017 eV. Its largest force on an atom is 4.28 eV/A.